71
Properties=species:S:1:pos:R:3 method="wB97M-V/def2-TZVPD" charge=+3 mol_weight_g_mol=739.46 fmax_ha_per_bohr=0.0155 de_lowest_kcal_mol=3.5 gap_ha="0.121 / 0.121"
Ti 1.3520 0.2805 -1.0277
C -1.7077 -2.5659 2.6597
N -0.6790 -1.7124 1.9992
C -0.5269 -1.4663 0.7221
N 0.5005 -0.5946 0.5667
C 0.9199 -0.3629 1.8702
N 0.2275 -1.0238 2.7376
C -3.0806 -2.2781 2.1096
C -3.9770 -3.3254 1.9381
C -5.2755 -3.0648 1.5122
C -5.6716 -1.7691 1.2347
C -4.7658 -0.7199 1.3914
C -3.4776 -0.9727 1.8438
C -5.1899 0.6494 1.1001
N -6.3807 1.0952 0.9508
N -6.2538 2.4645 0.6879
C -4.9990 2.7202 0.7107
O -4.2366 1.6189 0.9904
C -4.3235 3.9978 0.4882
C -5.0514 5.1819 0.5319
C -4.4070 6.3867 0.3011
C -3.0481 6.4147 0.0239
C -2.3205 5.2291 -0.0195
C -0.8370 5.3173 -0.2958
N -0.3155 4.0567 -0.8632
C 0.1068 2.9860 -0.2399
N 0.3729 2.0226 -1.1574
C 0.0702 2.6438 -2.3621
N -0.3421 3.8558 -2.2058
C -2.9595 4.0232 0.2135
H -1.5949 -2.3355 3.7187
H -1.4092 -3.6008 2.4954
H -1.1552 -1.8730 -0.0551
H 1.7339 0.2945 2.1393
H -3.6752 -4.3430 2.1518
H -5.9769 -3.8784 1.3928
H -6.6770 -1.5555 0.8981
H -2.8091 -0.1369 2.0189
H -6.1115 5.1507 0.7430
H -4.9682 7.3100 0.3303
H -2.5598 7.3624 -0.1647
H -0.2382 5.5268 0.5921
H -0.6140 6.0702 -1.0498
H 0.1966 2.9062 0.8323
H 0.1717 2.1682 -3.3240
H -2.4336 3.0772 0.1718
F 3.1210 -1.7509 -0.6888
C 4.3711 -2.3159 -0.6704
C 4.4441 -3.6396 -0.4156
F 3.3295 -4.2980 -0.1938
C 5.7114 -4.3374 -0.3912
C 6.8625 -3.5153 -0.6881
C 6.7602 -2.1811 -0.9540
F 7.8533 -1.4938 -1.2007
C 5.5119 -1.5012 -0.9404
C 5.4276 -0.1168 -1.1914
C 4.2176 0.5177 -1.0316
N 3.1743 1.0302 -0.8577
C 6.4855 0.7514 -1.6092
N 7.2969 1.4635 -1.9985
F 8.0427 -4.0626 -0.6881
C 5.8120 -5.6782 -0.1004
C 4.6822 -6.4927 0.2115
N 3.7848 -7.1559 0.4869
C 7.0436 -6.3911 -0.0724
N 8.0159 -7.0061 -0.0756
C 0.4606 -1.0517 -3.7430
O 0.8572 -0.4920 -2.4450
H 0.8910 -0.4114 -4.5079
H -0.6256 -1.0437 -3.7597
H 0.8658 -2.0587 -3.7782

---

66
Properties=species:S:1:pos:R:3 method="wB97M-V/def2-TZVPD" charge=-1 mol_weight_g_mol=659.42 fmax_ha_per_bohr=0.0165 de_lowest_kcal_mol=17.6 spin_multiplicity=3 gap_ha="0.169 / 0.242"
Ti 0.3268 0.3047 -0.1007
O -5.7388 1.6836 3.1079
C -5.6501 1.3127 1.9250
O -6.5199 1.0631 1.0725
C -4.1912 1.1418 1.4137
C -3.1212 1.4784 2.2131
C -1.8211 1.3336 1.7187
N -1.6144 0.7811 0.5022
C -2.6570 0.5723 -0.3368
C -3.9524 0.7336 0.0909
C -2.2379 0.3760 -1.7296
C -3.1022 -0.0504 -2.7319
C -2.6295 -0.1171 -4.0281
C -1.3098 0.2307 -4.2952
C -0.5002 0.6069 -3.2400
N -0.9494 0.6830 -1.9858
C -0.6061 1.8483 2.2915
C -0.4971 2.3361 3.6004
C 0.6944 2.8561 4.0375
C 1.7891 2.8820 3.1459
C 1.6309 2.3658 1.8897
N 0.4695 1.8396 1.4350
H -3.3397 1.8891 3.1904
H -4.8170 0.6054 -0.5460
H -4.1170 -0.3284 -2.4878
H -3.2813 -0.4472 -4.8264
H -0.9042 0.1878 -5.2958
H 0.5475 0.8456 -3.3787
H -1.3622 2.2919 4.2479
H 0.7966 3.2383 5.0441
H 2.7446 3.2930 3.4399
H 2.4561 2.3445 1.1859
O 2.8966 -3.6792 -3.8143
C 2.3920 -2.8853 -3.0656
C 2.8678 -1.4643 -2.7904
O 3.8008 -0.9025 -3.3249
C 1.9386 -0.9204 -1.8016
C 0.9605 -1.8635 -1.4586
O -0.0004 -1.6313 -0.6169
C 1.1730 -3.1215 -2.1815
O 0.5053 -4.1301 -2.1390
O 1.9850 0.2913 -1.3092
N 2.8645 -2.6439 6.0972
C 3.8353 -2.9566 7.0206
C 3.7827 -3.5260 8.2875
C 4.9881 -3.6948 8.9410
C 6.2030 -3.3101 8.3543
C 6.2482 -2.7448 7.0958
C 5.0419 -2.5661 6.4194
N 4.7987 -2.0342 5.1706
C 3.5043 -2.0970 5.0120
C 2.8041 -1.6374 3.8136
C 1.4193 -1.6943 3.6792
C 0.8417 -1.2340 2.5135
N 1.5603 -0.7242 1.5109
C 2.8882 -0.6721 1.6301
C 3.5478 -1.1208 2.7565
H 1.8772 -2.7935 6.1975
H 2.8464 -3.8232 8.7416
H 4.9974 -4.1350 9.9296
H 7.1213 -3.4634 8.9058
H 7.1813 -2.4465 6.6375
H 0.7707 -2.0811 4.4542
H -0.2321 -1.2715 2.3672
H 3.4172 -0.2542 0.7814
H 4.6242 -1.0738 2.8270

---

68
Properties=species:S:1:pos:R:3 method="wB97M-V/def2-TZVPD" charge=-1 mol_weight_g_mol=701.93 fmax_ha_per_bohr=0.0470 gap_ha=0.238
N 1.5797 -1.1814 5.2211
C 0.7674 -0.3852 5.0621
C -0.3028 0.6132 5.0200
P -1.8184 -0.2369 4.1524
O -2.8812 -0.4927 5.4062
Cl -1.1219 -2.1319 3.6399
C 0.1068 1.9437 4.2785
C -0.8682 2.1918 3.1722
N -1.5963 2.4963 2.3284
C 1.5521 1.9074 3.6631
O 2.5440 1.7721 4.3576
O 1.5584 2.0651 2.4530
P -0.0603 3.4639 5.3766
O 1.2358 4.0194 5.7175
O -0.8659 4.5868 4.5425
O -0.8390 3.1317 6.7500
H -0.6424 0.7814 6.0418
H -3.0515 0.3286 5.8731
H -0.3645 4.7293 3.7305
H -1.7697 2.9206 6.6058
C 4.1929 -2.2882 -4.8426
C 5.0597 -3.3236 -4.5080
C 5.5023 -3.4642 -3.2039
C 5.0901 -2.5639 -2.2292
C 4.2392 -1.5123 -2.5698
C 3.7845 -1.3849 -3.8763
C 3.8235 -0.5075 -1.5475
O 3.0793 0.4040 -1.8477
C 4.3466 -0.6461 -0.1677
C 4.0200 0.3055 0.7900
C 4.4817 0.1835 2.0829
C 5.2702 -0.9045 2.4437
C 5.6135 -1.8574 1.4956
C 5.1627 -1.7295 0.1853
C 5.5608 -2.7395 -0.8242
O 6.2575 -3.6912 -0.5263
H 3.8403 -2.1845 -5.8609
H 5.3878 -4.0224 -5.2670
H 6.1717 -4.2718 -2.9415
H 3.1149 -0.5766 -4.1365
H 3.3980 1.1514 0.5285
H 4.2119 0.9407 2.8113
H 5.6198 -1.0053 3.4626
H 6.2316 -2.7004 1.7723
C -8.1474 -0.2779 -2.5237
C -7.6936 -1.4388 -1.9053
C -6.3368 -1.6451 -1.7260
C -5.4255 -0.6972 -2.1739
C -5.8795 0.4560 -2.8146
C -7.2432 0.6665 -2.9777
C -4.9162 1.4615 -3.3446
O -5.3156 2.4661 -3.8989
C -3.4618 1.2010 -3.1868
C -2.5470 2.0981 -3.7227
C -1.1892 1.8745 -3.5716
C -0.7367 0.7580 -2.8765
C -1.6437 -0.1428 -2.3442
C -3.0070 0.0687 -2.5045
C -3.9684 -0.9251 -1.9577
O -3.5817 -1.9035 -1.3546
H -9.2093 -0.1139 -2.6552
H -8.4016 -2.1817 -1.5614
H -5.9833 -2.5443 -1.2406
H -7.5947 1.5665 -3.4629
H -2.8967 2.9687 -4.2600
H -0.4781 2.5725 -3.9933
H 0.3263 0.5903 -2.7521
H -1.2918 -1.0124 -1.8068

---

68
Properties=species:S:1:pos:R:3 method="wB97M-V/def2-TZVPD" charge=0 mol_weight_g_mol=664.40 fmax_ha_per_bohr=0.1106 de_lowest_kcal_mol=0.0 gap_ha=0.294
F 4.0025 -5.9963 2.2062
C 4.1032 -4.9250 3.0676
F 4.3206 -5.4360 4.3105
F 5.2322 -4.2383 2.7045
C 2.8659 -4.0748 2.9877
C 2.0922 -3.8265 4.1122
C 0.8840 -3.1560 3.9609
C 0.4209 -2.8008 2.6871
C -0.8207 -1.9770 2.5026
C -2.0685 -2.1789 1.6882
C -1.9864 -2.1005 0.2908
C -3.1266 -2.1596 -0.4972
C -4.3626 -2.2993 0.1277
C -5.5796 -2.5411 -0.7170
F -6.7185 -2.0355 -0.1601
F -5.4678 -2.0067 -1.9684
F -5.7822 -3.8941 -0.8830
C -4.4850 -2.2851 1.5105
C -3.3324 -2.1985 2.2824
C 1.2760 -2.9734 1.5888
C 2.5009 -3.5937 1.7344
H 2.4237 -4.1580 5.0913
H 0.2806 -2.9197 4.8402
H -0.3889 -1.0639 2.0015
H -1.0137 -1.9675 -0.1874
H -3.0652 -2.1058 -1.5824
H -5.4658 -2.3469 1.9760
H -3.4064 -2.1861 3.3678
H 0.9782 -2.5802 0.6134
H 3.1662 -3.7249 0.8819
C -1.8958 -5.3266 4.9271
C -1.8125 -5.4092 3.4563
C -2.8558 -5.3069 2.5507
C -2.4095 -5.1645 1.2142
C -1.0291 -5.0184 1.1146
B -1.0681 -0.8382 3.8577
C -0.2843 -5.0989 -0.1315
C 1.0414 -5.5776 -0.1451
C 1.8282 -5.4632 -1.2765
C 1.2634 -4.9426 -2.4381
C 2.1565 -4.7500 -3.6305
F 1.4646 -4.4908 -4.7758
F 3.0183 -3.6978 -3.4356
F 2.9307 -5.8549 -3.8675
C -0.0784 -4.5893 -2.4990
C -0.8616 -4.7001 -1.3556
O -2.0251 -1.1289 4.8400
C -1.6917 -0.3462 5.9229
C -0.5584 0.4119 5.6017
C 0.1188 1.1215 6.5662
C -0.3630 1.0368 7.8849
C -1.4895 0.2736 8.1980
C -2.1871 -0.4306 7.2002
O -0.1710 0.1338 4.3073
S -0.3200 -5.6229 2.6130
H -2.8179 -5.8144 5.2687
H -1.0279 -5.8181 5.3834
H -1.9193 -4.2764 5.2623
H -3.8988 -5.2982 2.8645
H -3.0720 -5.1119 0.3556
H 1.4685 -6.0354 0.7504
H 2.8711 -5.7730 -1.2590
H -0.5092 -4.2207 -3.4247
H -1.9221 -4.4499 -1.4008
H 0.9985 1.7056 6.3059
H 0.1611 1.5812 8.6714
H -1.8424 0.2153 9.2279
H -3.0663 -1.0371 7.4078

---

70
Properties=species:S:1:pos:R:3 method="wB97M-V/def2-TZVPD" charge=-1 mol_weight_g_mol=687.50 fmax_ha_per_bohr=0.0129 de_lowest_kcal_mol=0.0 spin_multiplicity=4 gap_ha="0.189 / 0.302"
Co 0.5177 0.4221 0.9392
C 3.2885 2.0466 -0.7976
C 3.3429 0.6129 -0.4018
N 2.3422 -0.1793 -0.0420
C 2.8961 -1.4189 0.2296
C 4.2466 -1.3530 0.0471
N 4.4983 -0.0683 -0.3665
C 5.4099 -2.2706 0.1701
O 5.1827 -3.4602 0.6562
O 6.5061 -1.8681 -0.1694
C 2.0740 -2.6345 0.5808
O 2.7000 -3.6086 1.0635
O 0.8601 -2.5820 0.3105
H 2.4503 2.2381 -1.4640
H 4.2126 2.3218 -1.3059
H 3.1695 2.6921 0.0720
H 5.4245 0.2549 -0.5974
H 4.1825 -3.5573 0.8927
O -1.1086 1.8649 2.7924
C -1.1741 1.2663 1.7723
C -2.4147 1.1790 0.9236
C -3.3770 2.1781 1.0005
C -4.4761 2.1090 0.1610
C -4.6079 1.0440 -0.7269
C -3.6497 0.0431 -0.7801
C -2.5359 0.1051 0.0534
P -1.1555 -1.0889 0.2127
C -1.8357 -2.2155 1.4711
C -1.0555 -2.6301 2.5461
C -1.6073 -3.4201 3.5450
C -2.9324 -3.8193 3.4648
C -3.7110 -3.4281 2.3835
C -3.1673 -2.6215 1.3966
C -1.2249 -1.9508 -1.3854
C -1.3164 -3.3378 -1.4453
C -1.3701 -3.9780 -2.6744
C -1.3189 -3.2420 -3.8504
C -1.2156 -1.8597 -3.7957
C -1.1718 -1.2178 -2.5662
H -3.2390 2.9964 1.6948
H -5.2278 2.8873 0.1881
H -5.4675 0.9964 -1.3847
H -3.7615 -0.7794 -1.4764
H -0.0151 -2.3470 2.5971
H -1.0042 -3.7011 4.3973
H -3.3599 -4.4282 4.2517
H -4.7460 -3.7394 2.3120
H -3.7912 -2.3067 0.5690
H -1.3169 -3.9136 -0.5295
H -1.4390 -5.0578 -2.7111
H -1.3519 -3.7463 -4.8082
H -1.1674 -1.2788 -4.7082
H -1.1064 -0.1370 -2.5368
N -0.3889 -1.6372 6.5435
C 0.2461 -0.9405 5.8691
N 1.0291 -0.1181 5.1934
C 1.0698 -0.0811 3.9223
N 1.2435 -0.0145 2.7637
N -0.1907 7.2803 -1.7635
C -0.0851 6.2092 -1.3363
C 0.0448 4.9034 -0.8138
C 0.5129 4.6704 0.5114
C 0.6414 3.4010 0.9777
N 0.3547 2.2871 0.2229
C -0.1341 2.5134 -1.0416
C -0.2929 3.7529 -1.5774
H 0.7663 5.5007 1.1563
H 0.9666 3.2050 1.9922
H -0.3795 1.6301 -1.6173
H -0.6722 3.8497 -2.5857

---

70
Properties=species:S:1:pos:R:3 method="wB97M-V/def2-TZVPD" charge=-1 mol_weight_g_mol=687.50 fmax_ha_per_bohr=0.0422 de_lowest_kcal_mol=20.0 spin_multiplicity=4 gap_ha="0.198 / 0.314"
Co 0.6013 0.7177 0.5240
C 3.6777 2.4449 -0.7075
C 3.6546 0.9884 -0.4256
N 2.6029 0.2043 -0.2779
C 3.0797 -1.0669 -0.1013
C 4.4622 -1.0402 -0.1168
N 4.7909 0.2707 -0.3393
C 5.5631 -2.0153 0.0725
O 5.2438 -3.2463 0.3707
O 6.7106 -1.6298 -0.0437
C 2.1915 -2.2737 -0.0523
O 2.7095 -3.3664 0.2407
O 0.9871 -2.1350 -0.3689
H 2.9148 2.6992 -1.4402
H 4.6548 2.7325 -1.0895
H 3.4740 3.0200 0.1950
H 5.7448 0.5881 -0.4251
H 4.2168 -3.3841 0.3784
O -0.8885 2.3068 2.1398
C -0.9934 1.5779 1.1840
C -2.2238 1.2793 0.4689
C -3.2934 2.1830 0.5366
C -4.4571 1.9145 -0.1516
C -4.5752 0.7381 -0.8831
C -3.5292 -0.1688 -0.9302
C -2.3392 0.0904 -0.2633
P -0.7858 -0.9512 -0.2103
C -1.3143 -2.0981 1.1170
C -0.4193 -2.4991 2.1024
C -0.8427 -3.3029 3.1447
C -2.1665 -3.6949 3.2271
C -3.0615 -3.3054 2.2455
C -2.6397 -2.5148 1.1931
C -1.1335 -1.8407 -1.7646
C -1.1538 -3.2258 -1.8698
C -1.4776 -3.8225 -3.0757
C -1.8106 -3.0467 -4.1743
C -1.7813 -1.6641 -4.0758
C -1.4269 -1.0662 -2.8815
H -3.1842 3.0880 1.1195
H -5.2758 2.6217 -0.1291
H -5.4873 0.5307 -1.4223
H -3.6460 -1.0800 -1.5015
H 0.6115 -2.1829 2.0560
H -0.1385 -3.6059 3.9029
H -2.5075 -4.2917 4.0593
H -4.0996 -3.5988 2.3113
H -3.3473 -2.2053 0.4398
H -0.8997 -3.8236 -1.0089
H -1.4787 -4.9012 -3.1572
H -2.0987 -3.5153 -5.1051
H -2.0415 -1.0505 -4.9274
H -1.3931 0.0135 -2.7953
N -0.8388 -0.5306 6.2770
C -0.1421 -0.1248 5.4508
N 0.7004 0.3509 4.6092
C 0.8566 0.3273 3.3811
N 1.2276 0.3381 2.2618
N 0.8711 7.6696 -1.8750
C 0.8274 6.5856 -1.4722
C 0.7452 5.2727 -1.0268
C 1.0742 4.8805 0.2948
C 1.0109 3.5655 0.6464
N 0.6070 2.5722 -0.1972
C 0.2366 2.9495 -1.4478
C 0.2991 4.2362 -1.8921
H 1.3886 5.6170 1.0199
H 1.2564 3.2593 1.6541
H -0.1161 2.1534 -2.0907
H 0.0159 4.4840 -2.9041

---

61
Properties=species:S:1:pos:R:3 method="wB97M-V/def2-TZVPD" charge=+2 mol_weight_g_mol=651.37 fmax_ha_per_bohr=0.0037 spin_multiplicity=5 gap_ha="0.291 / 0.199"
Co 1.4179 -0.5480 0.4103
I 3.1059 0.4211 -1.3642
C 1.7897 0.6364 -3.0070
C 2.3488 0.2012 -4.1771
C 1.7723 0.5499 -5.4111
C 0.7208 1.4131 -5.4282
C 0.1357 1.8799 -4.2266
C -0.8988 2.8477 -4.2932
C -1.4748 3.3425 -3.1637
C -1.1319 2.7750 -1.9249
C -0.1620 1.8037 -1.8056
P -0.3098 0.8398 -0.2823
C -1.7176 -0.2682 -0.5147
C -2.4880 -0.2886 -1.6734
C -3.5459 -1.1822 -1.7831
C -3.8417 -2.0454 -0.7395
C -3.0718 -2.0321 0.4187
C -2.0062 -1.1567 0.5255
C -0.7048 2.0040 1.0364
C -1.9617 2.0645 1.6301
C -2.2001 2.9913 2.6369
C -1.1927 3.8520 3.0449
C 0.0629 3.7957 2.4494
C 0.3097 2.8714 1.4499
C 0.5973 1.4164 -2.9611
H 3.2670 -0.3709 -4.1709
H 2.2148 0.1873 -6.3280
H 0.3181 1.7701 -6.3673
H -1.2049 3.2036 -5.2690
H -2.2319 4.1124 -3.2123
H -1.6933 3.0755 -1.0482
H -2.2718 0.3868 -2.4910
H -4.1444 -1.1954 -2.6838
H -4.6748 -2.7299 -0.8259
H -3.3088 -2.7002 1.2360
H -1.4124 -1.1509 1.4363
H -2.7545 1.4021 1.3072
H -3.1782 3.0444 3.0953
H -1.3869 4.5762 3.8245
H 0.8419 4.4787 2.7604
H 1.2829 2.8471 0.9682
C 3.7112 -0.1028 4.0642
C 3.5463 -1.3770 4.5878
C 2.7831 -2.3077 3.8989
C 2.2045 -1.9348 2.6986
N 2.3717 -0.6938 2.1912
C 3.1066 0.2015 2.8620
C 1.3666 -2.8405 1.8776
C 0.5286 -3.8119 2.4209
C -0.2349 -4.6177 1.5834
C -0.1997 -4.4714 0.1975
C 0.6220 -3.5096 -0.3753
C 1.2806 -2.6643 0.4926
H 4.2995 0.6439 4.5772
H 4.0148 -1.6474 5.5245
H 2.6547 -3.3126 4.2749
H 3.1958 1.1839 2.4166
H 0.4775 -3.9402 3.4952
H -0.8534 -5.3912 2.0194
H -0.7933 -5.1179 -0.4348
H 0.7020 -3.4099 -1.4504